125
Properties=species:S:1:pos:R:3:mulliken_charge:R:1 method="wB97M-V/def2-TZVPD" total_charge=+3
C 6.383 8.078 -0.814 -0.81
N 5.815 6.754 -0.463 0.06
C 5.277 6.632 0.779 -0.27
C 4.758 5.413 1.207 -0.76
C 4.867 4.334 0.334 0.83
C 5.358 4.479 -0.946 -0.51
C 5.938 5.713 -1.272 -0.47
C 4.242 3.000 0.700 1.38
C 4.250 2.537 2.004 -0.79
C 3.664 1.350 2.406 -0.44
N 2.899 0.729 1.492 0.54
C 2.932 1.004 0.151 -0.82
C 3.620 2.120 -0.225 -0.61
C 2.062 -0.441 1.882 -0.96
H 7.465 7.964 -0.739 0.40
H 6.018 8.794 -0.086 0.25
H 6.155 8.376 -1.834 0.35
H 5.233 7.532 1.373 0.39
H 4.220 5.369 2.142 0.40
H 5.320 3.663 -1.651 0.56
H 6.309 5.852 -2.279 0.42
H 4.742 3.161 2.741 0.64
H 3.637 0.941 3.405 0.49
H 2.612 0.253 -0.575 0.20
H 3.602 2.378 -1.277 0.38
H 1.748 -1.090 1.066 0.25
H 1.139 -0.024 2.294 0.30
H 2.547 -0.924 2.728 0.41
C -0.688 2.632 -2.345 -0.97
N -0.455 3.361 -1.063 0.25
C -0.330 4.688 -1.038 -0.40
C -0.061 5.348 0.116 -0.79
C 0.082 4.678 1.328 1.05
C 0.021 3.269 1.309 -0.87
C -0.262 2.660 0.058 -0.30
C 0.234 5.378 2.633 0.93
C -0.217 4.903 3.849 -0.59
C 0.172 5.436 5.066 -0.23
N 0.877 6.580 5.072 0.02
C 1.295 7.182 3.916 -0.33
C 1.004 6.523 2.748 -0.77
C 1.443 7.014 6.375 -0.94
H -0.766 1.561 -2.131 -0.07
H 0.221 2.732 -2.935 0.44
H -1.615 2.905 -2.849 0.54
H -0.264 5.116 -2.032 0.49
H 0.096 6.418 0.106 0.51
H 0.218 2.588 2.122 0.44
H -0.123 1.584 -0.066 0.51
H -0.752 3.962 3.789 0.60
H -0.017 4.991 6.032 0.48
H 1.912 8.066 3.914 0.44
H 1.328 6.989 1.824 0.30
H 0.633 6.920 7.093 0.38
H 1.776 8.046 6.300 0.35
H 2.299 6.398 6.644 0.36
C -0.171 -1.565 -1.900 0.18
O 0.503 -0.479 -1.375 -0.54
H 0.356 -2.291 -2.546 0.14
H -0.504 -2.246 -1.098 -0.36
H -1.074 -1.292 -2.468 -0.07
Cl -0.947 -2.051 -6.405 -0.17
C 0.061 -0.713 -5.904 -0.19
C -0.832 0.505 -5.625 0.45
Cl -1.030 1.665 -6.975 -0.19
H 0.714 -0.483 -6.745 0.39
H 0.644 -1.056 -5.052 0.01
H -0.561 0.995 -4.687 -0.41
H -1.836 0.160 -5.379 0.09
Cl 5.262 -2.949 -3.867 -0.19
C 4.061 -3.678 -2.732 -0.50
C 3.525 -2.681 -1.700 0.16
Cl 4.639 -2.089 -0.463 -0.19
H 4.594 -4.429 -2.146 0.38
H 3.263 -4.190 -3.262 0.30
H 2.678 -3.158 -1.209 -0.10
H 3.156 -1.857 -2.311 0.18
C -4.469 -2.197 -4.043 -1.33
C -4.706 -2.110 -2.501 -0.43
C -4.099 -0.902 -1.795 0.78
C -3.996 0.341 -2.598 -0.12
N -3.935 1.274 -3.266 -0.57
H -4.705 -3.214 -4.354 0.41
H -3.413 -2.034 -4.264 0.20
H -5.105 -1.524 -4.614 0.39
H -4.556 -3.094 -2.071 0.33
H -5.769 -1.850 -2.511 0.26
H -3.080 -1.119 -1.467 -0.30
H -4.692 -0.596 -0.933 0.41
C 0.719 -6.756 -1.333 -1.10
C -0.240 -5.941 -0.429 -0.25
C -1.265 -5.120 -1.226 1.23
C -2.447 -5.867 -1.652 -0.04
N -3.379 -6.467 -1.953 -0.55
H 1.181 -5.958 -1.915 0.13
H 0.131 -7.435 -1.949 0.33
H 1.460 -7.312 -0.764 0.41
H 0.408 -5.186 0.026 0.08
H -0.769 -6.449 0.377 0.22
H -0.792 -4.563 -2.032 0.32
H -1.701 -4.444 -0.485 -0.81
C -7.755 -5.506 1.711 -0.42
C -7.606 -4.365 0.945 -0.87
C -6.343 -3.794 0.919 -0.02
C -5.262 -4.413 1.490 0.27
C -5.396 -5.610 2.179 0.25
C -6.657 -6.219 2.244 -0.87
C -4.260 -6.205 2.917 0.63
O -4.426 -7.132 3.683 -0.61
C -2.915 -5.609 2.735 0.24
C -1.767 -6.262 3.220 -0.89
C -0.521 -5.634 3.227 -0.81
C -0.480 -4.331 2.695 -0.37
C -1.546 -3.757 2.028 -0.34
C -2.795 -4.398 2.055 0.70
C -3.939 -3.821 1.247 0.47
O -3.702 -2.842 0.560 -0.65
H -8.723 -5.930 1.947 0.41
H -8.469 -3.850 0.549 0.39
H -6.303 -2.861 0.371 0.35
H -6.868 -7.136 2.771 0.47
H -1.887 -7.170 3.797 0.49
H 0.407 -6.047 3.591 0.47
H 0.429 -3.756 2.836 0.30
H -1.372 -2.826 1.506 0.40



C51H65CsNOP2Sb | ωB97M-V/def2-TZVPD

Geometry as XYZ:
```
122
Properties=species:S:1:pos:R:3:mulliken_charge:R:1
Cs -0.784 1.058 -0.163 1.60
C 0.603 -3.042 -2.531 -1.98
N -0.797 -3.379 -2.543 0.42
C -1.654 -2.591 -3.395 -2.15
P -2.221 -0.959 -2.665 0.96
C -2.246 0.063 -4.180 0.56
C -2.952 -0.256 -5.342 -0.28
C -2.846 0.529 -6.475 -0.79
C -2.023 1.648 -6.473 -0.68
C -1.314 1.976 -5.331 -0.45
C -1.426 1.188 -4.193 -0.50
C -3.969 -1.274 -2.229 0.13
C -4.895 -1.926 -3.045 -0.01
C -6.188 -2.149 -2.609 -0.79
C -6.576 -1.724 -1.346 -0.57
C -5.664 -1.089 -0.518 -1.00
C -4.367 -0.873 -0.958 0.08
C -1.304 -4.422 -1.773 1.28
C -2.673 -4.510 -1.504 -0.40
C -3.176 -5.535 -0.720 -0.93
C -2.340 -6.496 -0.177 -0.64
C -0.983 -6.417 -0.446 -0.58
C -0.466 -5.406 -1.233 -0.52
P 1.118 -1.871 -1.161 0.85
C 2.923 -1.920 -1.431 0.41
C 3.660 -3.099 -1.581 -0.27
C 5.021 -3.058 -1.827 -0.78
C 5.667 -1.833 -1.934 -0.70
C 4.949 -0.656 -1.800 -0.47
C 3.586 -0.701 -1.554 -0.69
C 0.790 -2.853 0.338 1.56
C -0.533 -2.797 0.786 -0.71
C -0.935 -3.510 1.903 -0.50
C -0.006 -4.263 2.608 -0.92
C 1.316 -4.291 2.197 -0.83
C 1.715 -3.590 1.068 -0.52
H 0.848 -2.529 -3.468 0.47
H 1.224 -3.942 -2.520 0.82
H -2.506 -3.201 -3.711 0.71
H -1.094 -2.348 -4.306 0.60
H -3.597 -1.121 -5.368 0.16
H -3.405 0.268 -7.362 0.46
H -1.943 2.262 -7.358 0.38
H -0.683 2.855 -5.305 0.45
H -0.872 1.490 -3.307 0.49
H -4.608 -2.282 -4.025 0.16
H -6.894 -2.657 -3.252 0.43
H -7.588 -1.894 -1.007 0.39
H -5.958 -0.757 0.468 0.47
H -3.655 -0.389 -0.295 0.47
H -3.354 -3.761 -1.874 0.35
H -4.240 -5.565 -0.528 0.42
H -2.734 -7.286 0.445 0.40
H -0.306 -7.155 -0.037 0.42
H 0.597 -5.382 -1.404 0.23
H 3.168 -4.061 -1.499 0.24
H 5.573 -3.981 -1.936 0.44
H 6.730 -1.800 -2.131 0.40
H 5.446 0.302 -1.887 0.46
H 3.032 0.226 -1.447 0.43
H -1.270 -2.218 0.236 0.13
H -1.970 -3.481 2.213 0.54
H -0.312 -4.821 3.483 0.42
H 2.048 -4.858 2.757 0.49
H 2.752 -3.612 0.770 0.36
O -0.929 3.489 1.097 -0.25
H -1.575 3.849 0.444 0.03
H -0.976 4.170 1.777 0.15
C 3.578 -0.593 2.060 -2.23
C 2.868 -0.005 3.281 2.04
C 1.813 -1.019 3.735 -2.07
C 3.896 0.153 4.394 -1.57
Sb 1.739 1.740 2.555 0.58
C 3.282 3.129 1.848 1.77
C 2.706 4.540 1.730 -1.89
C 3.606 2.673 0.420 -1.70
C 4.568 3.177 2.661 -1.79
C 0.854 2.551 4.396 1.76
C 1.597 2.240 5.688 -1.89
C 0.658 4.063 4.335 -1.97
C -0.528 1.891 4.457 -1.66
H 4.012 -1.564 2.316 0.57
H 4.394 0.038 1.707 0.34
H 2.892 -0.758 1.225 0.33
H 2.302 -1.969 3.964 0.54
H 1.065 -1.224 2.964 0.30
H 1.293 -0.697 4.637 0.31
H 4.358 -0.821 4.581 0.48
H 3.453 0.482 5.332 0.30
H 4.698 0.847 4.143 0.23
H 1.739 4.563 1.224 0.33
H 3.394 5.145 1.134 0.53
H 2.602 5.026 2.695 0.35
H 2.720 2.713 -0.219 0.28
H 4.013 1.665 0.372 0.18
H 4.349 3.348 -0.016 0.54
H 4.387 3.443 3.704 0.26
H 5.237 3.933 2.240 0.50
H 5.106 2.227 2.648 0.31
H 2.627 2.602 5.679 0.30
H 1.616 1.172 5.907 0.37
H 1.084 2.727 6.524 0.50
H 1.586 4.596 4.545 0.37
H -0.063 4.358 5.103 0.51
H 0.287 4.426 3.378 0.24
H -0.469 0.801 4.478 0.35
H -1.147 2.175 3.603 0.20
H -1.047 2.208 5.366 0.46
C -3.699 2.494 -1.161 -1.66
C -3.092 3.738 -1.249 1.05
C -3.225 4.756 -0.250 -0.90
C -2.549 5.959 -0.317 -0.28
C -1.675 6.258 -1.357 -0.76
C -1.555 5.302 -2.371 -0.50
C -2.232 4.109 -2.334 0.04
H -3.767 1.867 -2.040 0.19
H -4.423 2.321 -0.374 0.14
H -3.919 4.587 0.570 0.30
H -2.718 6.684 0.474 0.40
H -1.145 7.199 -1.402 0.40
H -0.926 5.511 -3.231 0.39
H -2.155 3.437 -3.179 0.50
```



C51H66Cl31F5N2O5 | ωB97M-V/def2-TZVPD

Geometry as XYZ:
```
160
Properties=species:S:1:pos:R:3:mulliken_charge:R:1
C 6.367 0.064 1.083 -1.02
N 4.963 0.477 1.151 -0.07
C 4.602 1.319 -0.001 -1.14
C 3.093 1.501 -0.069 0.72
C 2.594 2.807 -0.057 1.00
C 3.435 4.065 -0.022 -0.63
C 3.501 4.610 1.430 -0.68
O 3.289 3.519 2.362 -0.19
C 2.527 3.883 3.415 0.13
O 2.924 3.881 4.543 -0.58
C 1.214 3.019 -0.068 -0.73
C 0.352 1.956 -0.134 0.31
C 0.853 0.655 -0.193 0.56
C 2.224 0.385 -0.138 -0.50
C 2.691 -1.055 -0.138 0.47
C 3.671 -1.450 -1.270 -0.39
C 3.235 -0.986 -2.665 -0.30
Cl 3.220 -2.408 -3.787 -0.27
C -0.172 -0.432 -0.317 -0.05
O -0.058 -1.357 -1.082 -0.69
C -1.396 -0.251 0.551 0.10
C -1.869 1.053 0.610 0.64
C -3.004 1.375 1.359 -0.26
N -3.494 2.685 1.471 -0.55
C -3.283 3.294 2.569 1.03
C -3.995 4.587 2.822 -1.25
C -2.310 2.831 3.636 -1.18
C -3.650 0.331 2.003 -0.26
C -3.185 -0.978 1.961 0.60
C -4.015 -1.982 2.748 -1.94
C -3.731 -1.828 4.249 0.97
C -2.715 -2.804 4.819 -0.87
O -4.959 -1.886 4.990 -0.60
C -2.023 -1.301 1.239 -0.15
C -1.451 -2.708 1.165 1.49
F -1.805 -3.491 2.223 -0.31
F -0.081 -2.670 1.205 -0.21
C -1.858 -3.424 -0.122 -0.01
C -0.922 -4.152 -0.841 -0.30
C -1.257 -4.777 -2.034 -1.00
C -2.554 -4.687 -2.511 -0.83
C -3.496 -3.958 -1.799 -0.18
C -4.911 -3.843 -2.299 0.68
F -5.058 -4.435 -3.507 -0.26
F -5.744 -4.515 -1.463 -0.25
F -5.353 -2.588 -2.377 -0.26
C -3.151 -3.334 -0.616 -0.25
C -1.133 2.125 -0.145 -1.13
O -1.692 3.025 -0.725 -0.52
H 6.622 -0.323 0.096 0.35
H 6.520 -0.760 1.786 0.23
H 7.074 0.846 1.391 0.32
H 4.876 1.068 1.972 0.26
H 5.077 2.290 0.144 0.31
H 4.996 0.901 -0.928 0.43
H 2.953 4.832 -0.633 0.51
H 4.436 3.946 -0.432 -0.50
H 4.467 5.058 1.656 0.45
H 2.684 5.324 1.556 0.44
H 1.478 4.143 3.195 0.37
H 0.820 4.031 -0.050 0.70
H 3.221 -1.206 0.801 -0.49
H 1.872 -1.760 -0.144 0.17
H 4.668 -1.110 -0.989 -0.07
H 3.731 -2.541 -1.296 0.50
H 2.217 -0.608 -2.662 0.19
H 3.950 -0.282 -3.082 0.36
H -4.238 4.689 3.884 0.47
H -3.324 5.423 2.603 0.30
H -4.915 4.644 2.255 0.22
H -1.340 2.588 3.200 0.23
H -2.202 3.594 4.405 0.42
H -2.672 1.931 4.139 0.16
H -4.537 0.554 2.586 0.60
H -3.931 -3.000 2.382 0.61
H -5.061 -1.692 2.620 0.75
H -3.321 -0.821 4.412 -0.21
H -2.917 -3.831 4.512 0.04
H -1.749 -2.537 4.385 -0.23
H -2.584 -2.722 5.896 0.64
H -4.703 -1.997 5.912 0.42
H 0.106 -4.233 -0.513 0.56
H -0.492 -5.325 -2.567 0.54
H -2.805 -5.155 -3.451 0.54
H -3.877 -2.750 -0.059 0.35
C -4.854 -7.889 -1.939 -0.31
Cl -3.567 -6.919 -1.216 0.04
Cl -5.992 -8.502 -0.728 -0.18
H -5.398 -7.266 -2.641 0.16
H -4.405 -8.732 -2.448 0.33
C -6.070 -3.957 -6.642 0.10
Cl -4.920 -2.790 -7.311 -0.16
Cl -6.673 -5.070 -7.875 -0.17
H -5.573 -4.529 -5.870 -0.08
H -6.908 -3.411 -6.225 0.28
C -3.990 6.730 -0.614 0.87
Cl -2.791 7.772 0.165 -0.19
Cl -5.409 6.483 0.420 -0.26
H -4.313 7.198 -1.536 -0.11
H -3.539 5.767 -0.816 -0.37
C -1.732 -6.079 6.684 0.09
Cl -2.902 -6.283 5.373 -0.17
Cl -2.074 -4.631 7.633 -0.12
H -1.782 -6.944 7.335 0.35
H -0.743 -5.986 6.258 -0.13
C 1.875 -4.404 5.529 -0.24
Cl 1.806 -5.495 6.924 -0.18
Cl 0.641 -3.144 5.589 -0.04
H 2.849 -3.928 5.521 0.29
H 1.732 -4.985 4.625 0.20
C 4.622 -3.907 1.885 -0.26
Cl 3.450 -3.961 0.561 0.01
Cl 4.445 -2.444 2.861 -0.12
H 4.461 -4.767 2.525 0.35
H 5.618 -3.932 1.461 0.04
C -1.791 -0.631 -7.910 0.29
Cl -0.494 -1.719 -7.407 -0.14
Cl -1.758 0.892 -7.012 -0.14
H -1.675 -0.414 -8.965 0.27
H -2.742 -1.117 -7.725 -0.23
C 6.822 5.265 -2.439 0.02
Cl 6.734 4.209 -1.019 -0.15
Cl 5.627 6.567 -2.329 -0.06
H 7.814 5.689 -2.496 -0.10
H 6.614 4.675 -3.324 0.30
C 2.841 8.978 -3.630 -0.31
Cl 2.781 7.922 -2.213 -0.11
Cl 1.635 10.265 -3.549 -0.16
H 3.826 9.427 -3.682 0.27
H 2.652 8.379 -4.513 0.30
C 6.542 -5.036 -1.865 -0.22
Cl 7.029 -4.003 -0.511 -0.14
Cl 5.571 -6.405 -1.321 -0.15
H 5.956 -4.444 -2.559 0.16
H 7.436 -5.413 -2.347 0.36
C -7.518 7.288 -2.349 0.19
Cl -6.283 8.345 -3.062 -0.17
Cl -7.852 5.885 -3.364 -0.13
H -7.159 6.938 -1.388 -0.16
H -8.429 7.864 -2.234 0.33
C 9.911 7.823 -3.641 -0.25
Cl 10.710 6.459 -2.851 -0.15
Cl 8.436 7.320 -4.479 -0.13
H 9.645 8.554 -2.886 0.26
H 10.590 8.256 -4.365 0.30
C -2.451 -10.744 -0.724 -0.15
Cl -1.774 -12.375 -0.729 -0.17
Cl -1.984 -9.829 -2.165 -0.16
H -3.533 -10.816 -0.695 0.21
H -2.086 -10.217 0.149 0.27
C -4.042 5.634 -4.447 -0.13
Cl -3.631 4.465 -3.184 -0.03
Cl -5.387 5.080 -5.448 -0.15
H -4.328 6.568 -3.977 -0.02
H -3.175 5.780 -5.081 0.34
C 2.961 1.188 6.584 0.08
Cl 3.380 -0.204 5.574 -0.06
Cl 1.389 0.978 7.368 -0.16
H 3.719 1.298 7.350 0.28
H 2.923 2.072 5.959 -0.10
```



| no. | frontier orbital gap (eV) | E (Ha) |
| --- | --- | --- |
| 1 | 2.78 | -4373.895719 |
| 2 | 5.00 | -3055.374503 |
| 3 | 8.44 | -17233.906109 |